ORCA calculation (ωB97M-V/def2-TZVPD) on one molecule with the formula C8H11NOS2 at a distorted geometry.

Calculated values
frontier orbital gap (alpha / beta) = 8.554 / 7.779 eV
energy above the lowest of the compared OMol25 structures with the same formula, charge and spin = 0.0 kcal per mole
highest occupied orbital energy (alpha / beta) = -7.87 / -9.03 eV
<S²> = 2.036
2S+1 = 3
calculated total energy = -33680.0801 eV

```
23
Properties=species:S:1:pos:R:3:forces:R:3
C 1.3710 -1.6142 0.1168 0.243 0.188 -0.057
C 2.4364 0.5893 0.2984 0.493 -0.254 -0.062
C 0.4643 -0.6292 -0.0445 -0.011 -0.134 0.078
C 1.0655 0.6952 0.0531 0.343 -0.011 -0.015
C -1.0113 -0.8155 -0.1900 -0.307 0.123 0.364
C -1.4538 -2.2432 0.1018 0.027 0.112 0.031
C -1.5035 -0.3029 -1.5339 -0.017 0.107 0.066
C 0.8291 3.0422 0.4010 0.211 0.329 -0.129
N 0.3461 1.7929 -0.0803 -0.645 -0.427 0.108
O -1.3261 -0.2769 2.4049 0.453 -0.415 1.341
S 2.9901 -1.0222 0.3314 -0.472 0.335 0.061
S -1.8507 0.2282 1.1319 -0.338 0.098 -1.563
H 1.2118 -2.6740 0.1327 -0.118 -0.196 0.013
H 3.1427 1.3928 0.3504 0.130 0.238 0.086
H -1.1600 -2.5215 1.1122 0.007 -0.073 0.039
H -1.0101 -2.9418 -0.6037 0.061 -0.084 -0.128
H -2.5359 -2.3209 0.0269 -0.101 -0.035 -0.051
H -1.1663 0.7204 -1.6736 -0.055 0.067 -0.120
H -2.5900 -0.3342 -1.5777 -0.149 -0.013 -0.060
H -1.1035 -0.9205 -2.3363 0.010 -0.072 -0.048
H 1.1527 2.9774 1.4457 -0.015 -0.004 -0.002
H 1.6804 3.4085 -0.1833 0.084 0.060 -0.037
H 0.0209 3.7700 0.3160 0.167 0.059 0.085
```
Forces are in eV/Å.